Entry 1:
{
  "formula": "C72H152N8O8",
  "method": "wB97M-V/def2-TZVPD",
  "energy_ev": -105412.6427,
  "de_lowest_kj_mol": 934.4,
  "lumo_energy_ha": 0.0218,
  "fmax_ha_per_bohr": 0.0745,
  "total_charge": 0,
  "species": ["C", "H", "H", "C", "H", "N", "C", "H", "H", "H", "H", "C", "H", "H", "H", "C", "C", "H", "H", "H", "C", "H", "H", "H", "H", "H", "H", "C", "H", "H", "H", "H", "H", "H", "H", "H", "H", "H", "C", "H", "C", "C", "H", "C", "C", "H", "H", "C", "H", "H", "H", "H", "O", "C", "H", "N", "H", "H", "H", "H", "O", "C", "H", "H", "C", "H", "H", "H", "C", "H", "C", "C", "C", "H", "N", "H", "H", "H", "H", "H", "H", "H", "H", "H", "H", "H", "C", "H", "C", "H", "H", "H", "C", "C", "N", "C", "O", "C", "H", "H", "H", "H", "H", "H", "C", "H", "H", "C", "H", "H", "O", "H", "H", "H", "C", "H", "H", "C", "H", "H", "H", "H", "C", "C", "H", "C", "H", "H", "H", "C", "H", "H", "C", "H", "H", "H", "O", "H", "H", "C", "N", "C", "C", "C", "C", "C", "H", "C", "H", "N", "C", "H", "C", "H", "C", "H", "C", "H", "O", "H", "C", "H", "H", "H", "H", "C", "H", "H", "H", "H", "H", "H", "C", "H", "H", "C", "H", "H", "H", "C", "C", "H", "H", "H", "C", "H", "C", "C", "H", "H", "C", "C", "H", "H", "C", "H", "H", "H", "O", "H", "C", "N", "O", "H", "C", "C", "C", "C", "C", "C", "C", "H", "N", "H", "H", "C", "H", "H", "H", "C", "H", "H", "H", "H", "H", "H", "H", "H", "H", "H", "C", "H", "C", "H", "H", "C", "H", "H", "H", "H"],
  "coordinates": [[8.431, 2.537, 33.856], [4.257, 1.256, 33.122], [-11.232, -1.023, 32.646], [-3.338, 11.822, 40.478], [3.609, 3.509, 35.015], [-5.650, 10.991, 40.402], [-4.385, 11.406, 38.265], [-1.297, -1.969, 20.003], [-4.839, 12.883, 42.625], [-14.881, -0.676, 20.679], [-4.457, 9.103, 18.286], [-7.289, 7.232, 29.345], [8.522, 5.058, 35.341], [-1.671, 12.292, 20.908], [4.525, 3.145, 31.341], [-14.626, 1.550, 22.192], [-14.563, -0.886, 21.700], [-1.898, 1.411, 39.956], [-3.240, -0.038, 20.418], [-3.556, 5.955, 28.435], [-5.743, 10.909, 41.874], [-14.968, -1.404, 33.334], [9.448, 5.131, 33.840], [-2.769, 14.713, 21.368], [5.013, 4.710, 31.928], [2.865, 3.439, 33.490], [6.980, 2.395, 31.350], [-15.446, -1.617, 23.975], [-8.015, 11.187, 41.907], [-5.212, 7.264, 28.692], [-2.823, 9.266, 38.959], [-13.688, -1.699, 36.693], [-2.931, -3.548, 17.032], [-10.632, -2.601, 32.251], [-2.278, 11.753, 40.235], [-2.078, -2.809, 39.740], [-1.476, 10.280, 22.081], [7.924, 6.099, 34.105], [-15.846, -1.191, 22.544], [-13.959, -1.777, 21.527], [-3.250, -2.838, 42.926], [-12.202, -0.411, 35.628], [-8.961, 7.016, 28.195], [-7.101, 11.605, 42.329], [-4.742, 12.933, 22.480], [-4.322, 12.760, 23.471], [-1.978, 1.825, 17.092], [7.719, 4.301, 32.142], [-2.714, 14.046, 19.723], [-6.781, 4.760, 31.094], [-14.846, 1.738, 21.141], [-2.467, -2.355, 15.709], [6.142, 3.586, 35.532], [-4.320, 10.899, 39.688], [-4.704, 0.439, 20.034], [-4.291, 12.165, 20.039], [-0.028, -1.321, 17.677], [-2.390, -3.347, 43.361], [-3.897, 4.186, 28.606], [-4.147, 14.786, 20.492], [-17.918, -0.012, 22.927], [-1.154, -0.378, 40.864], [-5.175, 4.945, 31.132], [-12.907, 0.363, 21.484], [-16.002, 1.328, 22.891], [-14.283, -0.602, 35.549], [-8.924, -2.979, 34.960], [-4.587, 11.671, 43.722], [-14.658, -3.309, 35.095], [-13.720, -2.257, 32.469], [-5.924, 4.520, 30.464], [-3.238, 11.504, 42.010], [5.236, 3.645, 31.998], [-7.214, 12.632, 41.981], [-12.258, -3.091, 34.471], [-3.831, 12.299, 37.974], [-2.454, 12.038, 42.547], [-2.992, -2.574, 19.709], [-5.351, -1.171, 42.019], [-13.286, 0.171, 23.172], [-17.671, -2.368, 22.327], [-15.605, -2.777, 35.191], [-5.276, 13.160, 18.763], [-10.132, -3.784, 35.927], [-1.309, -3.214, 16.651], [-14.820, -4.053, 34.315], [-3.306, 14.108, 20.637], [-9.879, -4.364, 34.397], [-2.041, 1.404, 18.095], [-2.076, 12.625, 22.564], [-14.617, -3.695, 36.113], [-5.406, 11.711, 38.039], [-2.880, -2.084, 41.600], [-2.289, 0.721, 40.703], [-6.266, 4.819, 28.018], [-3.684, 0.718, 19.771], [-6.583, 10.241, 39.760], [-2.173, -1.582, 17.846], [-7.462, 7.244, 27.235], [-14.568, -1.151, 24.423], [5.219, 1.531, 34.537], [-9.746, 4.581, 28.428], [-12.180, 0.274, 36.476], [-0.741, -2.031, 41.957], [3.764, 3.812, 33.980], [-5.673, 0.982, 40.066], [-6.579, 8.962, 42.404], [-10.586, -1.822, 33.011], [-14.092, 2.449, 22.500], [-7.884, 6.947, 30.213], [-12.323, -4.136, 33.625], [-3.050, 10.442, 42.166], [-4.642, 1.570, 41.474], [-4.121, -3.456, 42.708], [-3.565, -0.274, 38.805], [-4.213, 1.440, 16.445], [-10.537, -1.578, 36.363], [-2.054, -2.240, 19.266], [-12.306, 0.308, 34.815], [-4.793, 10.728, 17.794], [-5.402, 0.788, 17.461], [-3.248, 10.259, 18.044], [-3.751, 12.797, 21.234], [-2.440, 12.129, 21.664], [-2.822, -1.026, 38.540], [-13.736, 0.322, 22.191], [-10.427, -0.433, 35.012], [-0.919, -0.869, 39.920], [-3.041, 10.351, 22.734], [-5.385, 10.085, 20.683], [-8.114, 4.006, 25.912], [-9.015, 5.602, 26.179], [-8.089, 5.035, 26.270], [-5.337, 9.052, 20.337], [-18.385, 0.370, 22.180], [-1.719, -0.871, 42.929], [-5.448, 12.788, 19.631], [-0.833, -0.613, 16.415], [6.020, 4.465, 35.899], [-1.594, -1.352, 41.959], [6.270, 3.883, 34.201], [-11.012, -1.247, 35.439], [-16.928, 2.508, 22.364], [-4.648, 11.810, 42.643], [-7.920, 6.716, 28.071], [-5.866, 6.829, 29.447], [-16.057, 2.536, 24.681], [-2.473, 10.659, 21.856], [-2.327, 1.387, 41.565], [-3.351, -0.723, 17.746], [-3.605, 0.106, 40.294], [7.484, 5.360, 32.033], [-4.677, 1.214, 40.444], [-8.509, 4.860, 29.629], [-11.003, -2.402, 34.402], [-3.667, 1.737, 20.157], [-5.616, 9.469, 42.458], [6.641, 3.638, 30.288], [-6.084, 3.448, 27.777], [-7.332, 5.551, 25.681], [6.671, 3.440, 31.359], [-16.693, 2.605, 21.304], [7.943, 1.858, 33.156], [-16.226, -1.581, 24.735], [3.797, 4.902, 33.999], [5.125, 3.289, 33.436], [-2.062, 10.170, 19.818], [-3.609, 12.870, 40.353], [-7.322, 10.853, 39.728], [-13.434, -0.638, 33.111], [-16.873, -2.148, 20.818], [-5.416, 10.085, 21.773], [-4.209, 10.646, 19.971], [-5.007, -1.134, 17.133], [-3.446, 5.086, 30.003], [-13.461, -1.301, 35.704], [-0.436, 0.376, 19.296], [-16.160, -3.265, 22.005], [-6.348, 10.435, 20.311], [-3.375, 0.683, 18.275], [-13.520, -2.351, 34.595], [-1.584, -3.199, 19.048], [-2.409, -4.208, 40.925], [-4.716, 2.415, 17.876], [-4.224, 10.142, 18.516], [-8.483, 3.364, 28.739], [-3.671, 9.449, 39.618], [7.711, 3.912, 33.676], [-5.893, 3.430, 30.448], [-3.347, 8.964, 40.539], [-4.510, 1.415, 17.494], [-7.678, 5.206, 27.751], [-3.842, 10.764, 37.571], [-5.245, 9.547, 43.480], [-13.896, -1.603, 33.323], [-4.533, -0.722, 38.579], [-14.838, 1.279, 24.766], [8.343, 2.302, 34.916], [-5.093, -1.543, 41.173], [6.056, 1.233, 33.085], [8.441, 5.152, 34.258], [-3.838, -1.020, 41.239], [-4.538, -1.471, 17.900], [-0.275, 0.209, 41.130], [-0.803, 0.541, 18.283], [-0.939, -0.753, 17.491], [-2.696, -3.233, 40.531], [-2.284, -2.730, 16.716], [-5.560, 5.300, 29.226], [-15.858, 1.491, 24.446], [-2.891, 10.101, 20.522], [-4.457, 8.889, 39.111], [-16.605, 0.075, 22.484], [-5.629, 7.207, 30.441], [-16.579, 3.448, 22.792], [-3.986, 5.173, 29.060], [-1.909, 2.232, 18.792], [0.070, 1.033, 17.854], [-5.353, 13.828, 22.597], [-16.680, -2.315, 21.877], [8.697, 4.067, 31.721], [-16.650, 1.070, 25.065], [-17.973, 2.389, 22.653], [-7.280, 11.600, 43.404], [-12.222, -4.871, 34.234], [-15.325, -2.700, 23.977], [-3.594, -2.120, 43.671], [-3.499, 0.502, 38.042], [-9.616, -1.326, 33.040], [-5.463, 12.120, 22.393], [5.170, 1.740, 33.468], [-3.649, -3.313, 40.007], [-9.924, -3.411, 34.924], [-5.244, 3.528, 27.321], [9.495, 2.700, 33.685], [-8.688, 4.430, 28.643], [-3.105, 9.079, 20.833], [-4.874, 8.887, 41.912], [-4.286, 2.036, 39.844], [-7.271, 8.321, 29.407]]
}

=====

Entry 2:
{
  "formula": "C72H152N8O8",
  "method": "wB97M-V/def2-TZVPD",
  "energy_ev": -105422.3268,
  "de_lowest_kj_mol": 0.0,
  "lumo_energy_ha": 0.0151,
  "fmax_ha_per_bohr": 0.0328,
  "total_charge": 0,
  "species": ["H", "N", "H", "H", "C", "C", "H", "C", "H", "C", "H", "C", "C", "C", "H", "H", "H", "H", "H", "C", "H", "O", "C", "H", "H", "H", "H", "C", "H", "C", "H", "H", "H", "H", "O", "H", "N", "H", "H", "H", "H", "C", "C", "H", "C", "H", "H", "H", "O", "C", "C", "H", "H", "H", "H", "H", "C", "H", "H", "C", "C", "H", "H", "O", "C", "H", "H", "H", "H", "C", "H", "C", "H", "H", "C", "H", "H", "H", "C", "H", "H", "H", "H", "H", "H", "H", "C", "H", "C", "H", "C", "H", "H", "H", "H", "H", "H", "H", "C", "C", "H", "C", "C", "H", "O", "H", "H", "H", "H", "C", "H", "H", "H", "H", "H", "C", "C", "C", "C", "H", "N", "C", "H", "H", "C", "H", "N", "C", "H", "H", "H", "N", "O", "H", "C", "H", "C", "H", "C", "C", "C", "H", "H", "H", "H", "C", "C", "H", "O", "H", "H", "C", "C", "H", "H", "C", "H", "H", "H", "H", "C", "H", "H", "H", "H", "H", "H", "H", "H", "N", "O", "C", "H", "H", "N", "H", "H", "H", "H", "C", "C", "H", "H", "H", "H", "C", "H", "C", "C", "C", "H", "C", "H", "C", "H", "H", "H", "C", "H", "C", "H", "H", "H", "C", "C", "H", "H", "H", "H", "H", "H", "H", "H", "H", "H", "C", "C", "H", "H", "C", "H", "C", "H", "C", "H", "H", "C", "H", "N", "C", "H", "C", "C", "H", "H", "H", "H", "H", "H", "H"],
  "coordinates": [[7.640, 16.375, 12.401], [7.594, 19.411, 16.604], [9.815, 14.213, 12.191], [6.662, 12.890, 8.809], [7.828, 25.432, 5.702], [4.157, 27.753, 10.632], [10.367, 20.938, 1.836], [7.257, 14.270, 10.360], [3.338, 18.577, 5.387], [0.691, 26.267, 11.343], [5.728, 22.818, 2.867], [7.638, 18.647, 15.363], [13.408, 21.591, 9.914], [8.948, 14.640, 12.718], [6.841, 20.224, 12.034], [16.839, 20.227, 7.706], [7.775, 16.623, 14.598], [5.248, 24.260, 6.453], [3.398, 15.586, 4.386], [0.886, 27.621, 10.676], [12.830, 23.895, 1.878], [3.597, 15.296, 6.955], [2.400, 16.018, 4.330], [13.369, 21.549, 1.732], [3.125, 25.998, 7.861], [7.890, 20.398, 19.147], [-0.245, 18.700, 5.889], [8.310, 20.243, 7.767], [3.896, 23.750, 3.595], [4.947, 21.253, 10.142], [10.401, 22.651, 5.884], [2.509, 26.167, 12.518], [7.801, 11.503, 13.484], [9.261, 21.436, 18.747], [1.952, 28.665, 8.830], [13.751, 23.345, 5.283], [1.877, 27.493, 9.620], [11.688, 19.791, 1.977], [2.683, 24.763, 9.868], [16.068, 21.390, 11.312], [1.858, 24.588, 12.112], [0.374, 16.567, 5.765], [13.614, 23.156, 4.219], [3.862, 27.943, 11.662], [8.554, 12.277, 13.328], [9.886, 20.122, 5.280], [7.461, 11.446, 10.736], [7.253, 22.812, 9.784], [6.006, 18.595, 10.099], [16.115, 20.377, 8.510], [15.654, 22.341, 10.969], [9.322, 14.813, 13.730], [5.346, 23.066, 5.184], [7.032, 14.508, 8.244], [9.301, 20.046, 7.339], [15.583, 21.775, 6.337], [13.321, 20.107, 10.306], [14.236, 23.836, 3.634], [-0.489, 29.100, 9.831], [16.140, 22.664, 9.576], [5.958, 24.830, 2.069], [7.619, 22.866, 4.248], [5.360, 27.138, 1.581], [6.670, 18.854, 17.516], [6.670, 13.918, 13.554], [1.249, 18.393, 5.113], [6.515, 14.994, 13.537], [1.848, 29.500, 11.373], [8.895, 18.139, 18.725], [1.673, 15.776, 5.651], [13.750, 23.385, 11.092], [7.913, 13.517, 12.722], [8.522, 18.784, 10.822], [8.996, 12.538, 14.290], [8.425, 20.880, 18.325], [11.431, 21.449, 9.111], [3.415, 14.737, 7.718], [2.035, 13.606, 5.336], [1.418, 18.255, 7.233], [8.350, 24.252, 3.461], [4.194, 19.028, 6.864], [8.543, 17.416, 7.706], [10.739, 20.646, 16.773], [6.185, 18.202, 13.781], [5.109, 18.529, 9.760], [12.648, 20.099, 5.395], [2.744, 17.497, 7.232], [9.676, 19.740, 9.873], [7.344, 13.732, 8.941], [9.391, 21.499, 16.072], [1.259, 28.671, 11.753], [9.910, 17.949, 17.306], [8.354, 13.367, 8.738], [4.858, 22.207, 10.644], [16.634, 20.118, 9.439], [0.828, 17.887, 8.082], [8.511, 22.382, 7.574], [1.165, 14.025, 6.812], [12.148, 23.233, 3.770], [5.069, 25.553, 3.087], [4.776, 26.109, 8.491], [7.849, 19.196, 8.753], [12.463, 19.926, 4.332], [8.181, 26.338, 5.200], [6.859, 12.075, 11.144], [3.752, 26.909, 2.021], [9.231, 21.774, 9.035], [13.880, 21.878, 11.981], [6.857, 13.614, 14.588], [6.755, 24.735, 4.879], [10.426, 19.069, 18.489], [12.067, 25.398, 3.657], [5.556, 18.081, 15.393], [6.347, 22.351, 8.337], [-1.242, 27.774, 10.709], [11.993, 22.145, 9.742], [8.154, 15.513, 10.505], [7.607, 17.915, 7.949], [11.362, 20.795, 2.264], [5.350, 24.705, 1.168], [11.319, 22.171, 4.301], [4.756, 26.928, 2.465], [13.072, 19.479, 9.448], [10.486, 20.269, 14.239], [9.932, 19.717, 15.004], [1.539, 19.328, 7.407], [14.085, 21.859, 8.646], [5.797, 14.768, 10.571], [11.907, 23.141, 9.309], [1.649, 28.371, 7.966], [0.349, 14.071, 5.280], [6.584, 19.631, 9.315], [11.238, 22.206, 5.712], [4.472, 21.238, 9.160], [7.140, 21.003, 11.325], [7.522, 16.715, 16.325], [11.565, 24.585, 4.177], [14.007, 22.153, 4.036], [9.517, 18.680, 18.019], [2.986, 25.555, 10.560], [8.562, 19.429, 14.429], [2.614, 16.875, 9.291], [3.200, 24.789, 2.361], [11.514, 22.109, 10.726], [12.657, 21.802, 7.405], [11.328, 20.808, 3.794], [9.769, 20.496, 16.291], [7.061, 18.122, 7.022], [5.229, 26.564, 5.234], [4.487, 20.477, 10.761], [8.045, 20.374, 14.234], [7.397, 23.846, 3.810], [7.074, 22.000, 9.072], [3.984, 27.545, 7.969], [6.951, 17.226, 8.476], [1.995, 25.601, 11.731], [5.669, 15.484, 11.385], [17.230, 22.563, 9.499], [10.506, 18.806, 15.199], [3.108, 25.319, 4.004], [3.798, 26.596, 8.479], [6.637, 23.248, 6.423], [5.132, 27.253, 10.643], [5.442, 15.224, 9.642], [9.576, 18.063, 9.664], [-0.247, 16.207, 6.591], [0.322, 29.026, 12.188], [5.801, 19.670, 14.741], [9.991, 19.087, 3.950], [5.881, 25.758, 4.269], [13.412, 21.223, 7.566], [3.755, 24.788, 3.304], [6.810, 25.470, 1.826], [6.926, 21.944, 11.839], [2.451, 16.118, 6.839], [16.002, 23.731, 9.366], [13.390, 20.080, 3.777], [0.066, 26.491, 12.209], [4.242, 16.988, 8.786], [15.511, 21.795, 8.495], [1.305, 14.295, 5.762], [11.656, 24.757, 5.255], [-0.612, 27.442, 9.130], [0.189, 25.592, 10.643], [4.754, 27.726, 3.199], [0.630, 18.053, 5.952], [8.216, 20.890, 11.213], [10.000, 20.154, 4.191], [3.168, 26.877, 9.838], [8.821, 19.824, 17.287], [6.104, 19.586, 17.780], [3.761, 18.184, 6.305], [-0.220, 16.396, 4.860], [8.494, 15.853, 11.948], [4.354, 28.705, 10.135], [12.566, 19.981, 11.083], [7.097, 23.025, 1.824], [6.429, 20.919, 9.972], [12.142, 21.862, 0.553], [6.517, 23.528, 2.602], [4.643, 17.570, 6.113], [14.294, 19.756, 10.658], [12.199, 18.870, 4.257], [14.128, 22.363, 11.029], [15.889, 22.434, 7.147], [1.808, 28.193, 12.566], [7.736, 21.600, 17.872], [7.583, 16.347, 10.108], [9.141, 17.045, 15.576], [9.309, 11.871, 12.654], [3.976, 25.304, 10.943], [7.415, 25.805, 6.641], [2.431, 17.068, 4.050], [16.038, 23.106, 11.648], [8.669, 24.754, 5.852], [8.379, 21.638, 8.368], [5.940, 23.774, 5.761], [9.058, 15.389, 9.898], [15.415, 23.412, 7.050], [6.236, 18.668, 14.767], [10.488, 24.598, 3.991], [12.071, 23.195, 2.231], [8.596, 18.883, 13.480], [12.310, 21.811, 1.632], [5.108, 13.942, 10.779], [5.773, 13.398, 13.221], [3.275, 17.476, 8.653], [9.263, 16.632, 12.029], [7.638, 13.244, 11.312], [8.062, 17.176, 15.498], [9.129, 20.647, 3.761], [-0.423, 28.034, 10.027], [8.934, 18.936, 9.825], [15.378, 19.580, 8.374], [11.077, 23.539, 1.926], [1.848, 15.508, 3.535], [16.967, 22.598, 7.107], [7.699, 20.291, 6.859], [5.774, 27.357, 5.254], [3.232, 18.487, 9.071]]
}

=====

Number 1: gap between HOMO and LUMO 8.6 eV, HOMO level -0.294 Ha. Number 2: gap between HOMO and LUMO 8.4 eV, HOMO level -0.295 Ha.